Density functional theory data (ωB97M-V/def2-TZVPD) for C3H5N3 in the gas phase in a non-equilibrium geometry.

The HOMO energy (spin up / spin down) is -8.8 / -8.2 eV. The value obtained for the energy above the lowest of the compared OMol25 structures with the same formula, charge and spin is 531.4 kJ/mol. The calculation puts the gap between HOMO and LUMO (spin up / spin down) at 8.70 / 8.02 eV. The total energy comes out at -7656.9482 eV.

```
11
C3H5N3 (ωB97M-V/def2-TZVPD)
C 1.6237 0.8569 -0.3915
C 2.3350 -0.4092 0.3658
C -1.6157 -0.5423 0.3398
N 0.3508 0.7931 -0.3385
N 1.7014 -0.9815 1.2121
N -0.4132 0.2152 0.4439
H 2.0977 1.5148 -1.0029
H 3.3888 -0.7514 0.1393
H -1.3659 -1.2837 1.1392
H -2.3964 0.1525 0.5294
H -1.9852 -1.0618 -0.6030
```